Record 1
{"formula": "C3HCl2NS", "method": "wB97M-V/def2-TZVPD", "mol_weight_g_mol": 154.0, "homo_ev": -10.13, "lumo_energy_ev": -2.14, "orbital_gap_ha": 0.2938, "de_lowest_ev": 2.288, "energy_ev": -40493.56286, "symbols": ["C", "C", "C", "N", "S", "Cl", "Cl", "H"], "positions_angstrom": [[1.33, 0.31, 1.01], [-0.55, 0.22, -0.89], [-0.44, -0.58, 0.32], [2.19, 0.95, 1.38], [-1.80, 1.00, -1.55], [1.03, 0.17, -1.72], [-1.62, -0.51, 1.48], [-0.15, -1.56, -0.02]]}

***

Record 2
{"formula": "C3HCl3F6HgO6S2", "method": "wB97M-V/def2-TZVPD", "mol_weight_g_mol": 618.1, "homo_ev": -11.63, "lumo_energy_ev": -1.64, "orbital_gap_ha": 0.3671, "energy_ev": -95127.87224, "symbols": ["Hg", "C", "F", "F", "F", "S", "O", "O", "O", "C", "F", "F", "F", "S", "O", "O", "O", "C", "Cl", "Cl", "Cl", "H"], "positions_angstrom": [[-1.58, -9.52, 9.66], [-0.85, -5.88, 7.89], [0.21, -5.68, 7.09], [-1.45, -4.76, 8.14], [-1.78, -6.63, 7.18], [-0.26, -6.89, 9.43], [0.45, -8.05, 8.93], [0.43, -5.91, 10.21], [-1.53, -7.51, 10.01], [-3.45, -13.19, 9.46], [-4.22, -12.18, 9.05], [-3.98, -14.04, 10.30], [-3.16, -13.85, 8.33], [-1.90, -12.40, 10.29], [-2.60, -11.53, 11.24], [-1.07, -13.42, 10.75], [-1.28, -11.51, 9.19], [-3.42, -8.91, 6.02], [-2.55, -10.22, 6.80], [-4.79, -8.39, 7.06], [-4.08, -9.52, 4.52], [-2.80, -8.05, 5.74]]}

***

Record 3
{"formula": "C3HClFN", "method": "wB97M-V/def2-TZVPD", "mol_weight_g_mol": 105.5, "homo_ev": -10.15, "lumo_energy_ev": -0.38, "orbital_gap_ha": 0.3588, "smiles": "N#C/C=C(/F)Cl", "de_lowest_ev": 0.857, "energy_ev": -19855.15136, "symbols": ["C", "C", "C", "H", "N", "F", "Cl"], "positions_angstrom": [[0.10, -0.72, -0.80], [0.16, -0.10, 0.41], [-0.22, 1.13, 0.89], [0.27, -0.64, 1.25], [-0.65, 2.17, 1.31], [0.45, -2.02, -0.82], [-0.11, 0.19, -2.24]]}

***

Record 4
{"formula": "C3HClFN", "method": "wB97M-V/def2-TZVPD", "mol_weight_g_mol": 105.5, "homo_ev": -10.43, "lumo_energy_ev": 0.17, "orbital_gap_ha": 0.3895, "smiles": "N#C/C=C(/F)Cl", "de_lowest_ev": 0.130, "energy_ev": -19855.87877, "symbols": ["C", "C", "C", "H", "N", "F", "Cl"], "positions_angstrom": [[0.13, 0.75, 0.15], [1.07, -0.10, 0.56], [0.98, -1.47, 0.13], [1.99, 0.33, 1.02], [0.99, -2.57, -0.21], [0.23, 2.03, 0.42], [-1.41, 0.25, -0.49]]}

***

Record 5
{"formula": "C3HCsO2", "method": "wB97M-V/def2-TZVPD", "mol_weight_g_mol": 201.9, "multiplicity": 2, "homo_ev": [-12.31, -11.69], "lumo_energy_ev": [-3.63, -5.40], "orbital_gap_ha": [0.3191, 0.2313], "charge": 1, "de_lowest_ev": 4.222, "energy_ev": -7755.52168, "symbols": ["C", "C", "Cs", "O", "C", "O", "H"], "positions_angstrom": [[-1.40, 0.49, -0.30], [-0.17, 0.53, -0.16], [-6.26, 0.61, -1.05], [1.22, 0.80, -0.28], [1.80, 0.12, 0.59], [1.96, -1.11, 0.47], [2.85, -1.44, 0.71]]}

***

Record 6
{"formula": "C3HCuMgO4", "method": "wB97M-V/def2-TZVPD", "mol_weight_g_mol": 188.9, "multiplicity": 2, "homo_ev": [-9.09, -9.08], "lumo_energy_ev": [-4.31, -5.57], "orbital_gap_ha": [0.1760, 0.1293], "charge": 1, "energy_ev": -61388.70620, "symbols": ["O", "C", "O", "Mg", "O", "C", "C", "O", "Cu", "H"], "positions_angstrom": [[-1.20, 2.30, 1.47], [-1.01, 1.46, 0.67], [-1.27, 0.80, -0.26], [-2.33, 3.91, 2.34], [1.69, -0.22, 0.97], [1.45, -1.16, 0.03], [0.67, -1.44, -0.90], [0.15, -1.94, -1.93], [-0.86, -3.40, -3.23], [2.71, -0.30, 0.82]]}

***

Record 7
{"formula": "C3HEuO2", "method": "wB97M-V/def2-TZVPD", "mol_weight_g_mol": 221.0, "multiplicity": 8, "homo_ev": [-10.97, -11.01], "lumo_energy_ev": [-5.68, -5.54], "orbital_gap_ha": [0.1942, 0.2011], "charge": 1, "de_lowest_ev": 0.048, "energy_ev": -26541.10792, "symbols": ["C", "C", "O", "C", "O", "H", "Eu"], "positions_angstrom": [[1.69, -1.02, -1.58], [0.50, -0.99, -1.30], [-0.65, -0.65, -0.88], [-1.23, 1.57, 2.39], [-0.45, 1.99, 3.08], [2.65, -1.12, -2.05], [-2.50, 0.22, 0.33]]}

***

Record 8
{"formula": "C3HF", "method": "wB97M-V/def2-TZVPD", "mol_weight_g_mol": 56.0, "homo_ev": [-10.71, -10.47], "lumo_energy_ev": [-1.94, -2.31], "orbital_gap_ha": [0.3223, 0.3000], "de_lowest_ev": 6.768, "energy_ev": -5832.39368, "symbols": ["C", "C", "C", "F", "H"], "positions_angstrom": [[0.93, 1.32, 2.26], [0.65, 0.68, 1.33], [-0.17, -0.61, -0.87], [-1.47, -0.87, -0.73], [0.06, -0.52, -1.99]]}

***

Record 9
{"formula": "C3HF2I", "method": "wB97M-V/def2-TZVPD", "mol_weight_g_mol": 201.9, "homo_ev": [-8.61, -8.25], "lumo_energy_ev": [-2.06, -3.19], "orbital_gap_ha": [0.2406, 0.1858], "de_lowest_ev": 5.636, "energy_ev": -16654.27155, "symbols": ["C", "C", "C", "F", "F", "I", "H"], "positions_angstrom": [[0.96, -0.28, -0.10], [-1.33, -0.35, 0.83], [-0.47, 0.12, -0.39], [-0.70, 1.50, -0.70], [-0.87, -0.49, -1.58], [0.59, -0.87, 1.99], [1.81, 0.37, -0.06]]}

***

Record 10
{"formula": "C3HF3O", "method": "wB97M-V/def2-TZVPD", "mol_weight_g_mol": 110.0, "homo_ev": -10.63, "lumo_energy_ev": 0.80, "orbital_gap_ha": 0.4201, "de_lowest_ev": 2.130, "energy_ev": -13324.29904, "symbols": ["C", "C", "C", "O", "F", "F", "F", "H"], "positions_angstrom": [[-1.56, -1.19, 1.22], [0.54, 1.23, 1.32], [1.23, 2.25, 1.74], [-2.30, -0.83, 0.36], [0.03, 0.35, 2.29], [1.80, 2.47, 2.94], [1.59, 3.26, 0.97], [-0.06, 1.63, 0.36]]}

***

> What is the formula in the tenth record?

C3HF3O